{"formula": "C22H44N5O5S", "method": "wB97M-V/def2-TZVPD", "symbols": ["C", "O", "C", "C", "C", "C", "C", "C", "C", "C", "C", "N", "C", "C", "N", "C", "C", "O", "C", "C", "O", "N", "C", "C", "N", "N", "H", "H", "H", "H", "H", "H", "H", "H", "H", "H", "H", "H", "H", "H", "H", "H", "H", "H", "H", "H", "H", "H", "H", "H", "H", "H", "H", "H", "H", "H", "H", "H", "H", "H", "H", "H", "C", "C", "C", "S", "O", "O", "C", "H", "H", "H", "H", "H", "H", "H", "H"], "coordinates": [[1.09114, 6.88944, -2.63288], [-0.14313, 7.00194, -1.97952], [-0.95060, 5.83461, -2.07164], [-1.99352, 5.91939, -0.97054], [-3.31054, 5.24287, -1.33990], [-3.21320, 3.72687, -1.39294], [-3.13851, 3.06197, -0.01332], [-2.35338, 1.75709, -0.09772], [-2.41394, 0.90984, 1.16944], [-1.99892, -0.55800, 0.95015], [-0.85200, -0.74160, -0.03736], [0.10321, -1.87120, 0.40253], [0.90143, -2.41909, -0.72276], [1.97789, -1.36600, -0.88916], [3.11909, -1.68524, -1.72971], [4.19427, -0.68591, -1.54289], [3.85447, 0.77966, -1.43066], [5.33431, -1.08150, -1.44766], [2.73453, -1.84621, -3.10610], [3.41202, -1.06023, -4.20022], [1.87130, -2.67974, -3.37800], [2.31405, -1.09277, 0.51789], [3.33090, -2.03799, 1.11628], [1.08899, -1.21875, 1.14184], [0.86561, -0.76365, 2.33310], [1.76513, -0.04715, 3.12736], [1.03324, 7.18528, -3.68178], [1.50134, 5.87840, -2.59261], [1.79882, 7.55787, -2.15285], [-0.30269, 4.97102, -1.90785], [-1.40857, 5.81743, -3.06159], [-1.58004, 5.53030, -0.04407], [-2.20508, 6.97559, -0.83192], [-4.11245, 5.59187, -0.69481], [-3.56299, 5.59369, -2.34078], [-2.27847, 3.47726, -1.90096], [-4.00182, 3.26671, -1.98080], [-2.70888, 3.73871, 0.72015], [-4.14552, 2.81949, 0.32359], [-1.31076, 2.03047, -0.27070], [-2.68385, 1.21242, -0.98218], [-3.42186, 0.90465, 1.56813], [-1.73667, 1.34028, 1.90682], [-1.79647, -1.04976, 1.89734], [-2.87131, -1.07852, 0.56400], [-1.24042, -1.02563, -1.00722], [-0.26974, 0.16526, -0.16678], [1.35378, -3.33375, -0.33406], [0.32927, -2.74347, -1.57790], [1.45112, -0.50767, -1.32012], [4.75514, 1.37016, -1.50705], [3.40787, 0.97564, -0.45872], [3.11827, 1.09984, -2.16007], [4.28114, -1.61499, -4.53868], [3.67891, -0.04638, -3.93926], [2.71257, -1.01910, -5.02473], [4.29938, -1.55441, 1.06947], [3.36537, -2.97290, 0.57407], [3.10886, -2.18729, 2.16547], [-0.03439, -0.95664, 2.75328], [1.48426, 0.92729, 3.14166], [2.69229, -0.08882, 2.72761], [-1.02148, -6.39897, 3.32511], [-0.25541, -5.58087, 2.27389], [-1.24081, -4.56005, 1.68831], [-2.43575, -4.22102, 2.97788], [-3.72937, -4.67465, 2.54761], [-2.23663, -2.86364, 3.44187], [-1.77676, -5.37701, 4.17305], [-0.35267, -7.00195, 3.93600], [-1.72550, -7.07174, 2.83251], [0.57585, -5.06165, 2.75905], [0.16476, -6.21232, 1.49228], [-0.78587, -3.60616, 1.43488], [-1.77552, -4.96333, 0.82971], [-2.59510, -5.79830, 4.75142], [-1.09999, -4.82730, 4.82671]], "gap_ev": 8.4003, "homo_energy_ev": -11.5593, "energy_ev": -52042.472, "e_lumo_ev": -3.16, "spin_multiplicity": 1, "total_charge": 1, "fmax_ev_per_a": 2.38}